Record 1
{
  "formula": "C8H13NO2",
  "method": "ωB97M-V/def2-TZVPD",
  "elements": ["H", "C", "H", "H", "H", "H", "H", "C", "O", "H", "C", "C", "N", "H", "H", "C", "C", "H", "H", "H", "O", "C", "H", "C"],
  "coordinates": [[-0.638, 1.967, 1.613], [-0.948, 0.860, 1.591], [-1.382, 0.124, -1.824], [2.359, 0.995, -1.053], [1.484, -0.985, 1.555], [1.140, 2.245, -0.853], [-1.938, 0.911, 1.860], [0.949, -1.361, -0.877], [-2.262, -1.991, 0.647], [1.021, 0.999, -2.188], [1.312, 1.134, -1.113], [0.826, 0.036, -0.164], [-0.186, -2.054, -0.716], [2.676, -0.009, 0.802], [1.411, 0.753, 1.739], [1.656, -0.065, 1.126], [-1.718, 0.595, -0.909], [1.772, -1.804, -1.239], [-2.806, 0.107, -0.824], [-1.798, 1.668, -1.023], [-0.479, -3.244, -1.057], [-0.757, 0.079, 0.215], [-0.308, 0.322, 2.402], [-1.389, -1.283, 0.290]],
  "charge": 0,
  "homo_energy_ev": [-8.4, -8.4],
  "smiles": "CC1(C)C=[N+]([O-])C(=O)C1(C)C",
  "relative_energy_kj_mol": 437.3,
  "homo_lumo_gap_ev": [8.851, 8.851],
  "e_tot_ev": -14087.77887
}

=====

Record 2
{
  "formula": "C8H13NO3RbS",
  "method": "ωB97M-V/def2-TZVPD",
  "elements": ["H", "O", "S", "C", "H", "C", "C", "H", "H", "H", "Rb", "C", "H", "H", "H", "O", "H", "C", "C", "C", "C", "O", "H", "H", "H", "H", "N"],
  "coordinates": [[-3.173, -1.335, 2.084], [-1.333, 1.519, 0.958], [-2.552, 0.891, 1.422], [-2.254, 2.280, 5.011], [-1.459, 2.419, 5.748], [3.162, -0.457, -2.844], [-1.822, 1.332, 3.907], [-2.486, 3.280, 4.654], [2.166, -2.686, -5.735], [0.510, -1.814, -4.187], [0.019, 0.936, -1.510], [3.818, -1.693, -4.741], [-3.117, 1.878, 5.541], [-1.437, -0.948, 2.390], [-0.900, 1.723, 3.459], [-2.881, 1.350, 2.932], [5.221, -0.645, -3.488], [4.189, -0.888, -3.688], [-2.268, -0.882, 1.689], [1.552, -1.570, -4.020], [2.481, -2.032, -4.935], [-3.770, 1.103, 0.709], [4.550, -2.071, -5.446], [-1.556, 0.347, 4.294], [-1.998, -1.413, 0.777], [3.448, 0.172, -2.005], [1.888, -0.796, -2.976]],
  "charge": 1,
  "homo_energy_ev": -12.9,
  "relative_energy_kj_mol": 0.0,
  "homo_lumo_gap_ev": 9.762,
  "e_tot_ev": -27624.79924
}

=====

Record 3
{
  "formula": "C8H13NOS2",
  "method": "ωB97M-V/def2-TZVPD",
  "elements": ["H", "C", "S", "C", "H", "H", "H", "H", "H", "C", "C", "H", "N", "H", "C", "H", "H", "C", "H", "O", "S", "H", "C", "H", "C"],
  "coordinates": [[0.430, 1.965, -0.315], [-2.232, -1.182, -0.713], [4.468, 0.155, -1.081], [-1.072, -1.115, 0.308], [-1.499, -0.820, 1.272], [-3.025, -1.850, -0.350], [-1.979, 1.390, 1.544], [-0.084, -0.182, -2.240], [0.754, -1.590, -1.526], [-0.983, 1.853, 1.307], [2.866, -0.072, -0.768], [3.232, -0.269, 1.246], [2.501, -0.348, 0.527], [-1.883, -1.519, -1.709], [0.642, -0.481, -1.446], [-2.688, -0.214, -0.878], [-0.300, 1.749, 2.178], [-0.402, 1.343, 0.005], [-1.163, 1.490, -0.727], [1.923, 0.115, -1.734], [1.074, -0.671, 2.546], [-1.171, 2.914, 1.246], [1.217, -0.364, 0.951], [-0.703, -2.148, 0.380], [0.076, -0.149, -0.021]],
  "charge": 0,
  "homo_energy_ev": -8.8,
  "smiles": "CCC1(CC)COC(=S)NC1=S",
  "relative_energy_kj_mol": 0.0,
  "homo_lumo_gap_ev": 8.320,
  "e_tot_ev": -33714.76608
}

=====

Record 4
{
  "formula": "C8H13O",
  "method": "ωB97M-V/def2-TZVPD",
  "elements": ["H", "H", "H", "H", "C", "C", "C", "H", "H", "C", "C", "C", "H", "H", "H", "O", "H", "H", "H", "C", "C", "H"],
  "coordinates": [[-1.690, 2.608, -1.081], [0.806, 2.119, -1.361], [-2.061, 1.457, 0.869], [3.345, -0.670, -0.569], [2.868, 0.093, 0.018], [-1.922, 0.824, -0.037], [-1.246, 1.535, -1.171], [-0.641, -3.260, 1.837], [-2.285, -1.810, 0.657], [0.171, 1.697, -0.607], [-0.364, -2.695, 0.871], [-1.294, -1.627, 0.641], [3.494, 0.217, 0.867], [-0.482, -3.490, 0.208], [-1.243, 0.993, -2.181], [1.553, -0.269, 0.333], [3.083, 0.996, -0.608], [0.103, 2.412, 0.307], [0.763, -2.558, 0.822], [-1.021, -0.390, 0.291], [0.466, 0.392, -0.040], [-2.831, 0.403, -0.229]],
  "charge": 1,
  "homo_energy_ev": -13.8,
  "relative_energy_kj_mol": 114.3,
  "homo_lumo_gap_ev": 8.591,
  "e_tot_ev": -10544.21850
}

=====

Record 5
{
  "formula": "C8H13O4PS",
  "method": "ωB97M-V/def2-TZVPD",
  "elements": ["C", "H", "C", "H", "C", "H", "H", "H", "H", "H", "O", "C", "H", "H", "H", "O", "O", "S", "C", "H", "O", "H", "H", "C", "C", "C", "P"],
  "coordinates": [[-4.110, -0.657, 1.144], [3.446, 0.523, -1.739], [1.400, 0.989, 1.876], [2.392, 1.576, 2.074], [0.411, -1.492, -2.355], [0.628, 1.718, 1.827], [1.187, 0.259, 2.646], [4.359, 0.131, -0.342], [1.074, 1.742, -1.320], [-2.255, -1.796, 1.621], [2.465, -0.179, 0.030], [3.522, 0.639, -0.659], [-5.263, 1.164, 0.494], [-0.427, -2.109, -2.684], [1.154, -2.216, -1.871], [1.329, 1.768, -0.305], [0.003, -0.427, -1.516], [-3.035, 1.064, -0.406], [1.445, 0.596, 0.398], [0.887, -0.998, -3.257], [0.073, -1.827, 0.707], [-4.896, -1.020, 1.765], [3.590, 1.605, -0.193], [-2.689, -0.899, 1.185], [-2.024, -0.108, 0.330], [-4.447, 0.464, 0.434], [-0.219, -0.511, 0.118]],
  "charge": 0,
  "homo_energy_ev": -8.8,
  "smiles": "CO[C@@](C)(O)[P@](=O)(OC)c1cccs1",
  "relative_energy_kj_mol": 140.9,
  "homo_lumo_gap_ev": 9.328,
  "e_tot_ev": -36819.33217
}

=====

Record 6
{
  "formula": "C8H13P",
  "method": "ωB97M-V/def2-TZVPD",
  "elements": ["H", "C", "C", "H", "H", "C", "C", "C", "C", "C", "H", "H", "H", "H", "P", "C", "H", "H", "H", "H", "H", "H"],
  "coordinates": [[1.066, -1.007, -1.685], [0.594, 0.010, 0.117], [0.498, 1.369, 0.657], [-0.140, -2.362, -0.771], [-1.538, -2.764, 0.274], [1.899, -0.649, 0.771], [-0.568, -2.232, 0.214], [0.750, -0.013, -1.445], [-0.725, -0.757, 0.343], [0.660, 2.495, 0.992], [1.669, -1.475, 1.357], [0.966, 3.467, 1.154], [2.614, -1.120, 0.072], [-3.123, 1.269, -0.864], [-2.259, -0.222, 0.516], [-2.313, 1.520, -0.163], [2.409, 0.052, 1.398], [0.016, -2.753, 1.028], [1.612, 0.679, -1.716], [-1.426, 1.773, -0.685], [-0.102, 0.470, -2.062], [-2.560, 2.251, 0.497]],
  "charge": 0,
  "homo_energy_ev": -8.5,
  "smiles": "C#CC(C)(C)/C(C)=P\\C",
  "relative_energy_kj_mol": 188.5,
  "homo_lumo_gap_ev": 9.329,
  "e_tot_ev": -17791.57685
}

=====

Record 7
{
  "formula": "C8H13P",
  "method": "ωB97M-V/def2-TZVPD",
  "elements": ["H", "C", "C", "H", "C", "C", "H", "C", "H", "H", "H", "H", "H", "H", "C", "H", "H", "C", "C", "H", "P", "H"],
  "coordinates": [[0.339, -2.615, -0.157], [-2.161, 0.068, 2.985], [1.844, 0.786, -0.548], [1.089, 1.548, -0.479], [0.025, 0.191, 1.632], [0.573, -0.783, 0.850], [-3.487, 0.979, -2.728], [-1.198, 0.035, 2.268], [-3.155, -0.121, 3.310], [-3.704, 1.641, -0.919], [0.634, 1.057, 1.708], [-1.196, -2.073, 0.660], [3.271, 0.420, -2.079], [3.887, 1.597, -1.014], [1.665, -0.445, -0.098], [0.105, -2.618, 1.740], [2.405, -1.268, -0.387], [2.913, 1.258, -1.438], [-0.085, -2.146, 0.738], [2.479, 2.105, -2.139], [-4.179, 0.526, -1.590], [-3.029, -0.059, -1.055]],
  "charge": 0,
  "homo_energy_ev": -8.3,
  "smiles": "C#C/C=C(C)/C=C/C.P",
  "relative_energy_kj_mol": 232.1,
  "homo_lumo_gap_ev": 8.712,
  "e_tot_ev": -17791.12470
}

=====

Record 8
{
  "formula": "C8H13P",
  "method": "ωB97M-V/def2-TZVPD",
  "elements": ["P", "H", "H", "C", "H", "H", "H", "C", "H", "H", "C", "C", "C", "H", "C", "H", "H", "H", "C", "C", "H", "H"],
  "coordinates": [[1.941, -0.230, -0.793], [-0.917, 2.514, -0.879], [-0.620, 2.380, 0.797], [-0.959, 1.879, -0.089], [-3.036, 1.030, -0.206], [-0.463, -2.282, 1.479], [0.690, -2.757, 0.232], [-1.964, 0.772, 0.023], [2.222, 2.074, 0.064], [-1.331, 0.000, -1.937], [-1.159, -0.222, -0.911], [0.183, 0.368, -0.511], [2.686, 1.113, 0.273], [2.546, 0.839, 1.314], [0.036, -1.937, 0.480], [3.819, 1.256, 0.172], [-0.685, -2.164, -1.511], [-1.864, 0.252, 1.049], [0.664, -0.599, 0.490], [-1.038, -1.744, -0.678], [1.202, -0.347, 1.508], [-1.952, -2.196, -0.364]],
  "charge": 0,
  "multiplicity": 3,
  "homo_energy_ev": [-4.4, -9.0],
  "relative_energy_kj_mol": 201.1,
  "s_squared": 2.0071,
  "homo_lumo_gap_ev": [5.549, 6.740],
  "e_tot_ev": -17787.54760
}

=====

Record 9
{
  "formula": "C8H14",
  "method": "ωB97M-V/def2-TZVPD",
  "elements": ["C", "H", "H", "H", "H", "C", "H", "C", "C", "H", "C", "C", "H", "H", "H", "C", "C", "H", "H", "H", "H", "H"],
  "coordinates": [[-0.276, -0.615, -2.152], [-1.105, -0.550, 0.225], [-2.573, 0.768, 2.062], [-0.980, 1.189, 2.828], [0.899, -1.329, 0.667], [0.055, -1.707, -2.868], [1.738, -0.069, -1.733], [0.738, 0.266, -1.424], [-1.491, 0.863, 1.928], [-1.320, -1.225, 1.790], [-0.871, -0.366, 1.279], [1.271, 0.819, 0.558], [-1.309, -0.261, -2.165], [1.273, 1.546, 1.377], [-1.351, 1.665, 1.186], [0.671, -0.470, 1.321], [0.526, 1.379, -0.618], [-0.576, -2.048, -3.688], [0.267, 2.422, -0.545], [2.318, 0.545, 0.430], [1.077, -2.064, -2.780], [1.017, -0.758, 2.321]],
  "charge": 0,
  "homo_energy_ev": -7.5,
  "smiles": "C=C/C=C/CCCC",
  "relative_energy_kj_mol": 471.5,
  "homo_lumo_gap_ev": 7.278,
  "e_tot_ev": -8518.19262
}

=====

Record 10
{
  "formula": "C8H14",
  "method": "ωB97M-V/def2-TZVPD",
  "elements": ["H", "H", "H", "H", "C", "H", "C", "C", "H", "H", "C", "C", "H", "H", "H", "C", "C", "H", "C", "H", "H", "H"],
  "coordinates": [[1.336, 3.982, -2.176], [1.307, -1.849, 0.501], [-0.408, 0.221, -2.121], [-1.058, 1.740, 0.344], [0.615, -1.491, 1.300], [1.142, 0.628, 1.294], [-0.117, 0.907, -1.333], [0.137, 2.216, -1.961], [-1.536, 0.101, 0.171], [-1.207, -2.298, 2.390], [-1.329, 1.030, -0.395], [1.250, 2.975, -1.805], [-0.548, 2.477, -2.750], [-0.205, 0.005, 2.445], [0.704, -4.044, 0.663], [-0.358, -2.540, 1.734], [-0.125, -3.816, 1.325], [2.080, 2.701, -1.151], [0.585, -0.197, 1.705], [-0.814, -4.596, 1.601], [-2.226, 1.387, -0.956], [0.773, 0.460, -0.824]],
  "charge": 0,
  "homo_energy_ev": -8.9,
  "smiles": "C=CC=C.C=CCC",
  "relative_energy_kj_mol": 249.4,
  "homo_lumo_gap_ev": 9.853,
  "e_tot_ev": -8520.49448
}